#one
A 10-piece molecular cluster, H20O10 overall. Source: the Open Molecules 2025 dataset; level of theory: wB97M-V/def2-TZVPD.

```
30
H20O10 | the Open Molecules 2025 dataset | wB97M-V/def2-TZVPD
O -1.181 -2.478 1.823
H -0.603 -1.795 2.173
H -0.872 -3.328 2.056
O -0.947 3.371 -1.357
H -0.774 4.088 -1.977
H -0.173 2.812 -1.420
O -1.347 1.316 1.717
H -1.020 2.043 1.203
H -1.984 1.666 2.342
O -0.410 -0.509 0.066
H -0.934 -0.043 0.745
H 0.293 0.184 -0.201
O -2.547 -2.048 -0.950
H -3.218 -2.292 -0.353
H -1.774 -1.870 -0.356
O 1.720 0.937 -0.692
H 2.120 0.471 0.007
H 2.012 1.856 -0.652
O 0.712 -0.643 2.983
H -0.107 -0.130 3.263
H 0.798 -1.414 3.522
O -0.930 0.357 -2.411
H -0.834 0.100 -1.461
H -0.216 -0.092 -2.844
O 1.866 -1.964 0.351
H 1.004 -1.473 0.318
H 2.145 -1.840 1.273
O 2.204 0.799 -3.396
H 3.061 1.294 -3.307
H 1.942 0.612 -2.460
```

Output
**Charge**: 0
**SMILES**: O.O.O.O.O.O.O.O.O.O
**Frontier orbital gap**: 9.6 eV

---

#two
H20O10 as an isolated structure. Source: the Open Molecules 2025 dataset; level of theory: wB97M-V/def2-TZVPD.

```
30
H20O10 | the Open Molecules 2025 dataset | wB97M-V/def2-TZVPD
H 0.221 -1.747 0.040
H -0.835 -0.654 0.071
H -1.273 0.694 2.728
H 0.046 0.028 3.086
H -2.784 -1.861 -1.093
H -2.116 -1.845 0.272
H -1.265 1.391 0.106
H -0.739 2.083 1.353
H -4.687 -1.311 -0.676
H -6.090 -1.646 -0.196
H 3.875 0.093 1.037
H 2.387 -0.129 1.255
H 3.403 -1.710 -0.364
H 3.019 -3.181 -0.348
H 2.825 -0.201 -1.006
H 2.286 -0.623 -2.363
H -1.478 2.740 -1.046
H -2.826 3.210 -1.567
H 3.203 2.927 0.164
H 1.967 2.333 -0.491
O -0.465 -1.368 0.602
O -0.320 0.780 2.607
O -2.656 -2.399 -0.303
O -0.464 1.771 0.483
O -5.538 -0.906 -0.473
O 3.192 -0.585 0.985
O 3.136 -2.433 -0.944
O 2.943 -0.860 -1.699
O -1.889 3.189 -1.793
O 2.922 2.218 -0.425
```

Output
**Charge**: 0
**Frontier orbital gap**: 7.8 eV

---

Stability ranking, top entry: #one; the second entry is 85.6 kcal/mol less favorable.

---

#one
A 10-piece molecular cluster, H20O10 overall. Source: the Open Molecules 2025 dataset; level of theory: wB97M-V/def2-TZVPD.

```
30
H20O10 | the Open Molecules 2025 dataset | wB97M-V/def2-TZVPD
H -0.774 -0.324 -0.604
H -0.386 -0.059 0.841
H 1.873 1.153 1.972
H 1.138 2.425 1.582
H -2.512 0.551 -1.944
H -3.671 -0.429 -2.013
H -3.246 0.559 3.140
H -1.780 0.548 3.542
H 1.980 -3.245 3.514
H 0.466 -3.109 3.509
H -2.001 4.096 -0.820
H -0.492 4.272 -0.880
H 2.367 2.476 -0.034
H 2.830 3.704 0.733
H 3.338 -1.176 -2.246
H 2.710 -1.588 -3.567
H -2.621 -2.059 -1.950
H -3.450 -3.216 -1.417
H 1.775 -1.808 -1.014
H 1.937 -1.667 0.491
O -0.194 -0.641 0.098
O 1.393 1.560 1.242
O -3.474 0.514 -1.984
O -2.540 -0.033 3.422
O 1.239 -3.016 2.941
O -1.175 3.671 -0.562
O 2.301 3.438 -0.027
O 3.564 -1.478 -3.133
O -3.491 -2.467 -2.023
O 2.443 -1.687 -0.330
```

Output
**Charge**: 0
**SMILES**: O.O.O.O.O.O.O.O.O.O
**Frontier orbital gap**: 10.9 eV

---

#two
A 10-piece molecular cluster, H20O10 overall. Source: the Open Molecules 2025 dataset; level of theory: wB97M-V/def2-TZVPD.

```
30
H20O10 | the Open Molecules 2025 dataset | wB97M-V/def2-TZVPD
O 0.674 -2.199 -1.202
H 1.174 -1.677 -1.845
H 0.679 -3.097 -1.560
O -2.121 -2.606 -0.174
H -1.188 -2.379 -0.303
H -2.470 -2.743 -1.063
O 2.561 2.487 1.253
H 1.796 1.921 1.033
H 2.206 3.128 1.877
O 0.466 -1.693 1.953
H 0.795 -2.402 1.382
H -0.258 -2.094 2.451
O -1.109 0.141 -2.577
H -1.515 0.385 -3.418
H -1.240 -0.810 -2.505
O 2.210 2.618 -1.665
H 1.575 1.899 -1.661
H 2.339 2.823 -0.724
O -2.944 0.050 0.293
H -3.053 -0.835 -0.099
H -3.105 -0.080 1.233
O 0.281 0.757 0.264
H -0.333 0.352 -0.363
H 0.513 0.037 0.871
O 2.556 -1.250 3.841
H 2.016 -1.295 4.635
H 1.918 -1.269 3.103
O -1.428 3.337 -2.062
H -1.729 3.968 -1.402
H -1.266 2.525 -1.566
```

Output
**Charge**: 0
**SMILES**: O.O.O.O.O.O.O.O.O.O
**Frontier orbital gap**: 9.6 eV

---

Stability ranking, top entry: #two; the second entry is 23.3 kcal/mol less favorable.

---

#one
A 10-piece molecular cluster, H20O10 overall. Source: the Open Molecules 2025 dataset; level of theory: wB97M-V/def2-TZVPD.

```
30
H20O10 | the Open Molecules 2025 dataset | wB97M-V/def2-TZVPD
O 1.042 -1.160 0.745
H 0.786 -0.242 0.542
H 0.333 -1.644 1.177
O 1.239 0.392 -3.085
H 1.969 0.051 -2.491
H 1.747 0.735 -3.822
O -0.210 1.782 0.766
H -0.416 1.689 -0.172
H 0.397 2.524 0.929
O -2.723 -0.865 -0.871
H -2.055 -1.354 -1.406
H -2.317 -0.936 -0.030
O -1.362 -1.231 2.158
H -2.009 -1.861 2.374
H -1.627 -0.366 2.519
O -0.967 1.688 -1.670
H -0.448 0.945 -2.055
H -1.854 1.382 -1.872
O 2.018 0.593 3.021
H 1.472 0.308 3.766
H 1.796 -0.101 2.379
O -1.332 1.203 3.553
H -2.129 1.761 3.748
H -1.075 1.454 2.614
O 3.174 -1.080 -0.967
H 2.526 -1.268 -0.252
H 4.029 -1.289 -0.594
O -0.845 -1.112 -3.352
H -1.148 -1.368 -4.224
H -0.011 -0.632 -3.427
```

Output
**Charge**: 0
**SMILES**: O.O.O.O.O.O.O.O.O.O
**Frontier orbital gap**: 11.2 eV

---

#two
A 10-piece molecular cluster, H20O10 overall. Source: the Open Molecules 2025 dataset; level of theory: wB97M-V/def2-TZVPD.

```
30
H20O10 | the Open Molecules 2025 dataset | wB97M-V/def2-TZVPD
H -0.115 -0.614 0.180
H -1.418 -0.113 -0.422
H -4.113 3.034 -0.395
H -5.220 2.862 -1.422
H 1.438 -2.314 -2.309
H 2.862 -1.793 -2.215
H 3.509 1.007 1.582
H 4.162 2.303 1.131
H -0.487 -3.861 1.319
H -0.040 -3.031 2.511
H 1.568 4.938 -0.096
H 0.580 4.092 -0.883
H -2.046 0.737 1.426
H -3.000 -0.437 1.276
H 3.149 3.110 0.153
H 1.946 2.676 0.973
H -3.764 -2.334 -0.349
H -4.646 -2.486 -1.578
H 2.589 -3.323 0.361
H 3.096 -3.868 -0.964
O -0.470 0.061 -0.409
O -4.823 2.437 -0.653
O 2.355 -2.582 -2.436
O 4.134 1.359 0.938
O 0.245 -3.751 1.937
O 0.752 4.999 -0.606
O -2.525 0.077 1.939
O 2.492 2.409 0.225
O -4.688 -2.363 -0.623
O 2.477 -3.230 -0.592
```

Output
**Charge**: 0
**SMILES**: O.O.O.O.O.O.O.O.O.O
**Frontier orbital gap**: 8.9 eV

---

#three
A 10-piece molecular cluster, H20O10 overall. Source: the Open Molecules 2025 dataset; level of theory: wB97M-V/def2-TZVPD.

```
30
H20O10 | the Open Molecules 2025 dataset | wB97M-V/def2-TZVPD
O -1.275 3.730 0.793
H -0.801 3.353 0.029
H -2.207 3.529 0.620
O -0.251 0.103 0.317
H -0.625 -0.633 -0.153
H -0.264 0.887 -0.205
O -0.902 -1.500 -3.017
H -0.033 -1.130 -2.817
H -1.240 -1.723 -2.152
O -1.457 -2.447 -0.502
H -1.579 -3.364 -0.680
H -1.743 -2.346 0.388
O 2.942 1.519 -0.783
H 3.739 1.141 -0.393
H 2.458 1.686 -0.017
O -0.611 -2.310 2.108
H -0.682 -2.712 2.983
H -0.120 -2.996 1.637
O 1.934 -1.204 2.003
H 1.080 -1.497 2.189
H 1.838 -0.453 1.417
O -0.128 2.465 -1.345
H 0.695 2.828 -1.710
H -0.678 2.192 -2.036
O 1.335 0.061 -2.490
H 0.787 0.689 -2.935
H 1.913 0.584 -1.919
O -1.537 0.176 2.987
H -1.227 -0.057 2.120
H -1.348 -0.566 3.577
```

Output
**Charge**: 0
**SMILES**: O.O.O.O.O.O.O.O.O.O
**Frontier orbital gap**: 10.6 eV

---

Stability ranking, top entry: #one; the second entry is 27.3 kcal/mol less favorable.

---

#one
A 10-piece molecular cluster, H20O10 overall. Source: the Open Molecules 2025 dataset; level of theory: wB97M-V/def2-TZVPD.

```
30
H20O10 | the Open Molecules 2025 dataset | wB97M-V/def2-TZVPD
H 0.284 1.593 0.665
H 0.077 0.305 -0.232
H 1.923 0.764 -1.948
H 2.934 -0.123 -2.637
H 2.017 -0.882 -4.047
H 0.629 -1.383 -4.285
H -0.834 -3.368 -0.765
H -0.070 -2.593 -1.853
H -3.713 0.558 2.334
H -2.744 -0.568 2.561
H 0.820 4.147 2.750
H 0.831 5.105 4.077
H -1.169 0.499 2.130
H -0.341 -0.390 1.176
H 0.856 3.731 -1.495
H 1.763 4.287 -0.583
H 1.693 -1.888 2.139
H 0.456 -2.658 1.674
H -3.246 -3.288 0.145
H -2.792 -2.802 -1.292
O 0.756 0.875 0.208
O 2.106 0.396 -2.834
O 1.310 -1.459 -3.651
O -0.951 -2.799 -1.452
O -3.313 -0.185 1.853
O 0.775 4.210 3.781
O -0.271 0.443 1.648
O 1.548 3.417 -0.971
O 1.315 -2.470 1.468
O -2.647 -3.473 -0.563
```

Output
**Charge**: 0
**SMILES**: O.O.O.O.O.O.O.O.O.O
**Frontier orbital gap**: 8.8 eV

---

#two
A 10-piece molecular cluster, H20O10 overall. Source: the Open Molecules 2025 dataset; level of theory: wB97M-V/def2-TZVPD.

```
30
H20O10 | the Open Molecules 2025 dataset | wB97M-V/def2-TZVPD
H 0.772 1.101 -0.853
H 0.071 0.089 0.219
H -1.586 0.421 -0.498
H -2.627 -0.088 -1.329
H -4.345 -0.082 2.649
H -3.682 0.440 1.273
H 3.017 2.827 -0.231
H 3.976 3.218 -1.382
H 4.189 -0.069 -2.508
H 5.051 -0.039 -1.140
H 2.486 0.396 -0.434
H 2.701 0.640 1.093
H -2.376 -1.697 0.084
H -1.157 -1.873 -0.812
H -2.333 -0.019 3.798
H -1.942 0.936 2.700
H 1.196 -0.946 -4.399
H 1.401 -2.269 -4.796
H -2.194 -1.239 2.467
H -2.471 -2.537 3.041
O 0.270 1.022 0.025
O -1.691 0.004 -1.411
O -3.705 -0.288 1.997
O 3.866 2.652 -0.615
O 4.346 0.421 -1.715
O 3.203 0.607 0.185
O -2.180 -1.753 -0.845
O -2.293 0.926 3.586
O 1.134 -1.778 -3.986
O -2.967 -1.713 2.912
```

Output
**Charge**: 0
**SMILES**: O.O.O.O.O.O.O.O.O.O
**Frontier orbital gap**: 8.3 eV

---

Stability ranking, top entry: #one; the second entry is 37.2 kcal/mol less favorable.

---

#one
An isolated ion of composition C5H13N2 and charge +2. Source: the Open Molecules 2025 dataset; level of theory: wB97M-V/def2-TZVPD.

```
20
C5H13N2 | the Open Molecules 2025 dataset | wB97M-V/def2-TZVPD
C -0.305 -2.881 1.084
C -0.563 -1.416 1.239
C 0.360 -0.455 0.289
C -0.259 0.929 0.643
N 0.669 2.305 -2.513
C 0.586 2.016 -1.237
N -0.455 1.740 -0.555
H 0.772 -2.980 0.755
H -0.810 -3.265 0.153
H -0.364 -3.280 2.128
H -0.336 -0.905 2.287
H -1.671 -1.160 1.336
H 0.265 -0.856 -0.882
H 1.364 -0.787 0.497
H -1.173 0.947 1.142
H 0.447 1.436 1.345
H -0.176 2.469 -3.088
H 1.514 2.188 -2.955
H 1.512 2.159 -0.717
H -1.378 1.796 -0.950
```

Output
**Charge**: +2
**Multiplicity**: 2
**<S²>**: 0.75
**Frontier orbital gap (spin up / spin down)**: 11.7 / 5.7 eV

---

#two
C5H13N2 as an isolated structure. Source: the Open Molecules 2025 dataset; level of theory: wB97M-V/def2-TZVPD.

```
20
C5H13N2 | the Open Molecules 2025 dataset | wB97M-V/def2-TZVPD
C 1.683 2.102 1.028
C 1.071 1.365 -0.134
C -1.038 1.125 1.052
N -0.222 0.686 0.189
H 2.669 2.415 0.734
H 1.119 2.991 1.275
H 1.783 1.477 1.903
H 1.739 0.606 -0.530
H 0.838 2.060 -0.940
H -0.814 1.992 1.671
H -1.997 0.655 1.188
C -0.880 -2.450 -1.043
C -0.572 -2.736 0.303
N -0.829 -1.140 -1.569
H -1.189 -3.221 -1.734
H -0.516 -3.767 0.618
H -0.427 -1.935 1.022
H -0.538 -0.188 -0.672
H -0.135 -1.099 -2.333
H -1.745 -0.939 -2.028
```

Output
**Charge**: +2
**Multiplicity**: 2
**<S²>**: 0.75
**Frontier orbital gap (spin up / spin down)**: 9.1 / 5.4 eV

---

Stability ranking, top entry: #two; the second entry is 6.2 kcal/mol less favorable.